The molecule C4H9N3. Source: the Open Molecules 2025 dataset; level of theory: the ωB97M-V functional and the def2-TZVPD basis.

Each line ends with the Löwdin charge.
Positions of all 16 atoms, in Å:
H: 2.314 0.094 -0.357  0.103
H: 0.554 1.667 2.881  -0.026
H: 0.256 -1.574 -2.418  0.094
H: -0.099 -2.043 -0.792  0.097
H: 1.798 1.487 -1.104  0.099
N: 1.499 0.643 -0.621  0.111
C: -1.566 -0.417 0.837  -0.079
C: 0.609 0.911 0.883  -0.365
N: -0.035 -1.313 -1.487  0.097
H: -0.325 0.690 -1.914  0.134
H: -2.014 0.254 1.573  0.086
H: -1.173 -1.301 1.356  0.078
H: -2.324 -0.731 0.116  0.083
C: -0.017 0.014 -1.117  -0.325
N: -0.534 0.341 0.159  -0.157
C: 1.057 1.279 2.005  -0.030

Properties
Maximum force in eV/A: 2.4
LUMO in Ha: 0.02301
HOMO-LUMO gap in Ha: 0.2713
HOMO in eV: -6.8
DFT total energy in eV: -8759.389